(1)
A 10-piece molecular cluster, C47H73O19P overall at a distorted geometry. Source: the OMol25 dataset; level of theory: wB97M-V/def2-TZVPD.

Geometry as ORCA input:
```
! RIJCOSX wB97M-V def2-TZVPD def2/J DEFGRID3
* xyz 0 1
C 2.43 -1.77 7.07
O 3.30 -1.49 5.97
C 4.55 -2.16 6.20
P 5.55 -2.35 4.60
C 6.62 -2.60 3.04
C 5.93 -2.08 1.75
C 6.58 -0.76 1.29
C 6.04 -0.23 -0.03
C 5.79 1.13 -0.15
C 5.32 1.63 -1.34
C 5.11 0.78 -2.41
C 5.34 -0.57 -2.31
C 5.81 -1.06 -1.11
H 3.03 -1.94 7.98
H 1.90 -2.72 6.90
H 1.73 -0.95 7.26
H 4.28 -3.19 6.53
H 5.08 -1.62 7.00
H 4.34 -2.51 3.88
H 6.12 -1.04 4.75
H 6.18 -3.50 5.19
H 7.59 -2.09 3.21
H 6.86 -3.67 2.94
H 4.84 -2.00 1.90
H 6.17 -2.82 0.97
H 6.56 0.02 2.07
H 7.65 -0.97 1.13
H 5.97 1.81 0.69
H 5.10 2.69 -1.47
H 4.75 1.21 -3.34
H 5.16 -1.24 -3.15
H 6.01 -2.13 -1.00
O 1.71 3.52 -1.03
C 1.73 2.94 0.01
O 2.87 2.54 0.62
C 2.57 1.76 1.79
C 1.16 2.18 2.18
C 0.53 2.50 0.83
H 2.63 0.70 1.53
H 3.30 1.98 2.56
H 0.63 1.42 2.75
H 1.20 3.09 2.79
H 0.10 1.61 0.36
H -0.21 3.29 0.89
O -0.77 1.29 -1.73
C -0.82 1.90 -2.77
O -1.02 1.32 -3.97
C -0.94 2.32 -5.01
C -1.22 3.63 -4.32
C -0.65 3.40 -2.92
H 0.06 2.29 -5.44
H -1.67 2.10 -5.78
H -0.78 4.49 -4.83
H -2.30 3.79 -4.25
H 0.41 3.64 -2.86
H -1.21 3.94 -2.16
O 3.73 -4.56 4.02
C 3.34 -5.10 3.02
O 3.81 -6.29 2.59
C 3.22 -6.61 1.31
C 1.95 -5.78 1.24
C 2.32 -4.55 2.05
H 3.94 -6.33 0.53
H 3.03 -7.68 1.26
H 1.63 -5.57 0.22
H 1.13 -6.31 1.74
H 2.80 -3.79 1.43
H 1.47 -4.13 2.57
O -1.62 4.38 -7.32
C -2.02 3.69 -8.22
O -1.44 2.52 -8.58
C -2.09 2.00 -9.75
C -3.47 2.64 -9.76
C -3.19 4.00 -9.12
H -1.50 2.27 -10.63
H -2.14 0.91 -9.68
H -3.91 2.70 -10.75
H -4.15 2.07 -9.13
H -2.88 4.74 -9.86
H -4.04 4.35 -8.55
O -4.26 2.36 -2.30
C -4.38 1.25 -1.85
O -5.21 0.96 -0.83
C -5.04 -0.43 -0.44
C -4.45 -1.11 -1.66
C -3.62 0.02 -2.28
H -4.38 -0.47 0.42
H -6.01 -0.85 -0.17
H -3.88 -2.00 -1.42
H -5.25 -1.40 -2.35
H -2.61 0.06 -1.86
H -3.58 -0.06 -3.36
O 0.82 -4.15 -1.03
C 0.77 -3.55 -2.06
O 0.58 -4.15 -3.26
C 0.67 -3.18 -4.32
C 0.37 -1.84 -3.66
C 0.93 -2.05 -2.25
H 1.68 -3.22 -4.74
H -0.05 -3.42 -5.10
H 0.81 -0.99 -4.18
H -0.70 -1.68 -3.60
H 1.99 -1.80 -2.19
H 0.37 -1.50 -1.51
O -7.00 -2.39 0.24
C -7.21 -2.60 1.41
O -8.02 -1.82 2.16
C -7.98 -2.26 3.53
C -7.52 -3.71 3.47
C -6.61 -3.70 2.25
H -7.29 -1.62 4.08
H -8.98 -2.16 3.97
H -7.04 -4.04 4.39
H -8.37 -4.36 3.29
H -5.58 -3.42 2.51
H -6.62 -4.65 1.72
O -5.26 6.92 -7.94
C -5.44 6.70 -6.78
O -6.25 7.44 -6.00
C -6.17 6.98 -4.64
C -5.67 5.55 -4.72
C -4.78 5.60 -5.96
H -5.48 7.63 -4.09
H -7.15 7.05 -4.17
H -5.16 5.22 -3.82
H -6.51 4.87 -4.90
H -3.76 5.90 -5.72
H -4.79 4.66 -6.50
O 0.48 -1.70 10.09
C 1.21 -0.82 10.42
O 1.86 -0.02 9.52
C 2.75 0.86 10.22
C 2.22 0.94 11.64
C 1.61 -0.45 11.83
H 3.76 0.44 10.18
H 2.75 1.83 9.72
H 2.98 1.20 12.37
H 1.43 1.69 11.70
H 2.35 -1.17 12.19
H 0.75 -0.43 12.49
*
```

Properties
E, a.u.: -3605.6104
HOMO energy, eV: -7.5428
Structure (SMILES): COC[PH3]CCCc1ccccc1.O=C1CCCO1.O=C1CCCO1.O=C1CCCO1.O=C1CCCO1.O=C1CCCO1.O=C1CCCO1.O=C1CCCO1.O=C1CCCO1.O=C1CCCO1
Kohn-Sham gap, eV: 7.94
Molar mass, g mol⁻¹: 973.06

***

(2)
A single C47H76O2 molecule. Source: the OMol25 dataset; level of theory: wB97M-V/def2-TZVPD.

Geometry as ORCA input:
```
! RIJCOSX wB97M-V def2-TZVPD def2/J DEFGRID3
* xyz 0 1
C -3.89 -2.66 -4.20
C -4.28 -1.22 -3.96
O -4.23 -0.66 -2.90
O -4.70 -0.65 -5.09
C -5.06 0.73 -5.03
C -3.85 1.61 -5.10
C -3.62 2.71 -4.40
C -2.35 3.49 -4.58
H -1.86 3.62 -3.62
H -2.57 4.48 -4.98
H -1.66 2.98 -5.25
C -4.57 3.26 -3.37
H -5.60 3.12 -3.68
H -4.40 4.33 -3.26
C -4.34 2.57 -2.01
C -5.28 3.10 -0.97
C -5.99 2.39 -0.10
C -6.91 3.08 0.87
H -6.84 4.16 0.79
H -6.68 2.79 1.90
H -7.94 2.78 0.67
C -5.98 0.88 -0.01
H -6.24 0.46 -0.98
H -6.75 0.57 0.70
C -4.64 0.28 0.42
C -4.07 0.88 1.67
C -2.97 0.45 2.29
C -2.46 1.12 3.53
H -1.43 1.45 3.38
H -2.46 0.42 4.37
H -3.07 1.98 3.79
C -2.15 -0.70 1.79
H -1.60 -1.15 2.62
H -2.79 -1.47 1.35
C -1.14 -0.24 0.72
C -0.27 -1.38 0.29
C -0.19 -1.93 -0.91
C 0.72 -3.10 -1.16
H 0.12 -4.00 -1.33
H 1.38 -3.28 -0.31
H 1.33 -2.94 -2.05
C -0.95 -1.48 -2.13
H -1.95 -1.13 -1.87
H -1.06 -2.34 -2.79
C -0.22 -0.36 -2.90
C -0.48 0.99 -2.32
C 0.39 1.86 -1.82
C -0.06 3.18 -1.26
H 0.38 3.34 -0.28
H 0.26 3.99 -1.91
H -1.14 3.21 -1.16
C 1.88 1.64 -1.74
H 2.23 0.98 -2.53
H 2.39 2.60 -1.85
C 2.26 1.03 -0.37
C 3.74 0.94 -0.20
C 4.55 -0.02 -0.63
C 4.08 -1.22 -1.40
H 4.53 -2.12 -1.00
H 4.38 -1.13 -2.44
H 3.00 -1.31 -1.37
C 6.03 0.03 -0.37
H 6.57 -0.36 -1.23
H 6.33 1.07 -0.22
C 6.42 -0.77 0.89
C 6.38 -2.24 0.67
C 5.71 -3.15 1.38
C 5.77 -4.61 1.02
H 4.76 -5.00 0.88
H 6.24 -5.17 1.82
H 6.33 -4.77 0.10
C 4.83 -2.83 2.56
H 4.77 -3.71 3.21
H 5.23 -2.01 3.14
C 3.40 -2.46 2.10
C 2.47 -2.43 3.27
C 1.80 -1.40 3.78
C 0.86 -1.59 4.93
H 0.93 -2.60 5.34
H 1.06 -0.88 5.73
H -0.17 -1.43 4.60
C 1.86 0.01 3.25
H 2.28 0.03 2.25
H 0.83 0.39 3.20
C 2.68 0.95 4.15
C 4.15 0.72 4.05
C 4.92 0.14 4.96
C 4.39 -0.41 6.26
H 5.19 -0.85 6.84
H 3.65 -1.18 6.06
H 3.92 0.37 6.86
C 6.41 0.02 4.79
H 6.73 0.44 3.84
H 6.72 -1.02 4.83
H 6.92 0.55 5.59
H 4.60 1.08 3.13
H 2.47 1.98 3.83
H 2.34 0.86 5.18
H 2.33 -3.40 3.74
H 3.43 -1.51 1.58
H 3.05 -3.22 1.40
H 6.98 -2.58 -0.16
H 7.45 -0.49 1.15
H 5.77 -0.47 1.71
H 4.19 1.79 0.32
H 1.84 1.66 0.42
H 1.79 0.05 -0.29
H -1.53 1.25 -2.33
H 0.85 -0.58 -2.94
H -0.60 -0.36 -3.93
H 0.33 -1.79 1.10
H -1.68 0.18 -0.13
H -0.52 0.55 1.14
H -4.60 1.73 2.07
H -3.92 0.39 -0.40
H -4.78 -0.80 0.55
H -5.35 4.18 -0.95
H -4.47 1.49 -2.14
H -3.31 2.75 -1.69
H -3.11 1.26 -5.82
H -5.64 0.91 -4.12
H -5.70 0.88 -5.91
H -4.66 -3.16 -4.79
H -3.75 -3.16 -3.25
H -2.96 -2.68 -4.77
*
```

Properties
E, a.u.: -1986.8778
HOMO energy, eV: -8.3016
Kohn-Sham gap, eV: 9.03
Molar mass, g mol⁻¹: 673.12

***

(3)
C47H78F36N10O24S12 as an isolated structure at a distorted geometry. Source: the OMol25 dataset; level of theory: wB97M-V/def2-TZVPD.

Geometry as ORCA input:
```
! RIJCOSX wB97M-V def2-TZVPD def2/J DEFGRID3
* xyz -2 1
C 2.20 1.65 2.35
C 1.68 3.07 2.56
C 2.82 4.06 2.54
C 2.35 5.47 2.81
N 3.49 6.35 3.17
C 2.87 7.78 3.45
C 4.05 8.39 4.19
C 4.58 7.28 5.14
C 4.00 5.99 4.53
C 4.51 6.44 2.09
C 4.05 7.02 0.81
C 4.89 6.53 -0.36
H 2.90 1.29 3.13
H 2.56 1.53 1.33
H 1.40 0.89 2.37
H 1.11 3.16 3.49
H 1.03 3.31 1.71
H 3.39 4.07 1.63
H 3.56 3.86 3.26
H 1.60 5.48 3.63
H 1.83 5.94 1.98
H 2.67 8.25 2.50
H 1.96 7.64 4.07
H 4.84 8.65 3.45
H 3.76 9.33 4.63
H 5.65 7.32 5.05
H 4.34 7.34 6.18
H 4.73 5.15 4.49
H 3.15 5.61 5.08
H 4.83 5.40 1.96
H 5.34 7.00 2.60
H 4.19 8.11 0.74
H 2.98 6.93 0.72
H 4.97 5.44 -0.36
H 5.94 6.93 -0.21
H 4.56 6.88 -1.32
C -5.36 3.48 1.99
C -4.53 3.84 3.20
C -4.44 2.68 4.20
N -4.06 3.10 5.58
C -4.02 1.83 6.40
C -4.97 4.00 6.38
C -4.09 5.06 6.98
C -2.64 4.52 6.92
C -2.73 3.70 5.61
H -5.35 2.42 1.70
H -5.05 4.09 1.16
H -6.43 3.72 2.18
H -5.01 4.78 3.60
H -3.53 4.19 2.90
H -3.65 1.98 3.88
H -5.34 2.08 4.19
H -3.25 1.18 5.98
H -4.99 1.38 6.31
H -3.69 2.07 7.42
H -5.44 3.33 7.09
H -5.79 4.37 5.73
H -4.41 5.43 7.98
H -4.12 5.94 6.30
H -2.44 3.96 7.82
H -1.90 5.35 6.89
H -1.98 2.94 5.48
H -2.66 4.37 4.79
C -1.34 0.57 0.48
C -2.27 -0.60 0.16
C -1.34 -1.82 0.16
N -1.83 -3.11 -0.47
C -2.92 -3.77 0.33
C -2.26 -3.05 -1.95
C -0.97 -2.77 -2.73
C 0.06 -3.56 -1.95
C -0.61 -4.02 -0.64
H -0.59 0.25 1.25
H -1.93 1.44 0.82
H -0.75 0.89 -0.37
H -2.66 -0.41 -0.87
H -3.06 -0.68 0.91
H -1.06 -2.15 1.17
H -0.42 -1.59 -0.30
H -3.76 -3.07 0.45
H -2.50 -4.01 1.30
H -3.29 -4.65 -0.16
H -2.68 -3.99 -2.24
H -3.06 -2.34 -2.09
H -1.03 -3.10 -3.75
H -0.79 -1.73 -2.54
H 0.29 -4.46 -2.50
H 0.99 -3.03 -1.74
H -0.94 -5.04 -0.80
H -0.01 -3.95 0.32
C 6.40 0.46 -4.44
C 5.04 0.30 -3.93
C 3.92 0.77 -4.93
N 2.49 0.84 -4.43
C 2.01 -0.56 -4.33
C 1.73 1.67 -5.45
C 0.71 2.62 -4.64
C 1.01 2.29 -3.16
C 2.41 1.68 -3.16
H 7.06 0.11 -3.65
H 6.59 1.52 -4.69
H 6.60 -0.15 -5.35
H 4.88 0.96 -3.06
H 4.83 -0.69 -3.49
H 3.85 0.11 -5.79
H 4.19 1.77 -5.34
H 2.05 -1.08 -5.29
H 0.96 -0.58 -3.92
H 2.77 -1.08 -3.71
H 1.24 1.06 -6.20
H 2.47 2.26 -5.97
H -0.34 2.47 -4.96
H 0.90 3.69 -4.88
H 0.28 1.62 -2.72
H 1.00 3.18 -2.53
H 2.65 1.09 -2.26
H 3.20 2.44 -3.27
C 6.59 -3.63 -3.76
F 7.85 -3.73 -3.23
F 6.48 -2.45 -4.42
F 6.43 -4.55 -4.67
S 5.34 -3.73 -2.35
O 4.11 -3.56 -3.00
O 5.64 -4.93 -1.67
N 5.68 -2.34 -1.56
S 5.81 -2.08 -0.03
O 5.67 -3.26 0.78
O 6.80 -1.05 0.30
C 4.28 -0.98 0.16
F 4.07 -0.52 1.44
F 4.35 0.19 -0.59
F 3.15 -1.59 -0.24
C -0.93 -6.55 2.63
F 0.03 -5.64 2.87
F -2.05 -5.94 2.74
F -0.82 -6.94 1.39
S -0.98 -7.88 3.91
O -1.69 -7.26 5.06
O -1.63 -8.98 3.25
N 0.62 -8.15 4.08
S 1.51 -8.78 5.19
O 0.89 -9.63 6.17
O 2.71 -9.19 4.66
C 2.26 -7.46 6.33
F 3.10 -8.02 7.25
F 3.00 -6.47 5.75
F 1.24 -6.74 6.96
C -4.04 -8.97 -2.28
F -4.25 -10.16 -1.57
F -4.50 -9.23 -3.46
F -4.76 -7.99 -1.70
S -2.26 -8.37 -2.24
O -2.20 -7.40 -1.18
O -1.51 -9.62 -2.06
N -2.02 -7.70 -3.66
S -2.44 -6.20 -3.99
O -3.60 -5.77 -3.30
O -1.34 -5.37 -4.24
C -3.16 -6.59 -5.68
F -3.85 -5.52 -6.11
F -2.25 -6.87 -6.64
F -4.05 -7.61 -5.45
C 0.93 -3.48 -7.85
F 0.15 -2.77 -7.07
F 1.64 -4.47 -7.24
F 0.24 -4.09 -8.83
S 2.21 -2.29 -8.61
O 2.82 -1.49 -7.52
O 2.97 -3.19 -9.40
N 1.22 -1.47 -9.57
S 0.65 0.01 -9.23
O -0.07 0.12 -7.95
O 1.50 1.11 -9.61
C -0.74 -0.06 -10.47
F -1.54 0.98 -10.26
F -0.29 -0.09 -11.78
F -1.53 -1.15 -10.40
C -3.31 4.72 -1.70
F -2.17 5.14 -1.12
F -4.21 4.35 -0.72
F -3.84 5.70 -2.35
S -2.85 3.27 -2.89
O -2.16 3.96 -3.97
O -2.05 2.40 -2.06
N -4.40 2.85 -3.18
S -4.98 1.36 -3.00
O -6.19 1.26 -3.72
O -4.06 0.32 -3.02
C -5.51 1.39 -1.25
F -4.42 1.57 -0.44
F -6.49 2.24 -0.86
F -5.99 0.20 -0.85
C -0.79 -1.28 6.14
F -1.40 -1.16 7.32
F 0.50 -0.86 6.29
F -0.87 -2.55 5.73
S -1.60 -0.30 4.80
O -1.44 1.07 5.26
O -1.01 -0.61 3.53
N -3.13 -0.74 5.01
S -3.78 -2.10 4.51
O -3.33 -2.47 3.17
O -3.84 -2.97 5.64
C -5.48 -1.54 4.29
F -6.32 -2.49 3.89
F -5.88 -0.98 5.42
F -5.60 -0.57 3.32
*
```

Properties
E, a.u.: -12564.2329
HOMO energy, eV: -5.2723
Kohn-Sham gap, eV: 5.63
Molar mass, g mol⁻¹: 2235.92

***

> The highest Kohn-Sham gap belongs to which entry?

C47H76O2